61
Properties=species:S:1:pos:R:3:forces:R:3:lowdin_charge:R:1 method="wB97M-V/def2-TZVPD" e_tot_ha=-1098.91576 charge=+1 smiles="CN(C)c1ccc(/C=C/[C@H](c2ccc(N(C)C)cc2)[N+]2(C)CCCC2)cc1" orbital_gap_ev=7.56
N -6.025989 1.371195 -2.800489 -0.196 0.478 0.043 -0.2087
N 1.855433 1.527237 0.603307 0.538 1.133 0.436 -0.2315
N 2.894206 -4.056842 3.213677 0.158 -0.139 -0.144 -0.2044
C 3.548066 -2.309724 1.647481 -0.269 -0.227 -0.251 0.0037
C -4.688509 1.373039 -2.496911 0.417 -0.197 -0.103 -0.2238
C 1.011612 1.663136 1.822461 0.142 0.352 0.151 0.0354
C -7.041973 1.481825 -1.771700 0.192 -0.127 0.078 -0.0672
C -4.239317 1.032313 -1.197094 0.233 -0.107 -0.075 -0.0085
C -2.885805 0.839868 -0.953694 0.099 0.406 -0.515 -0.0246
C 4.149007 -4.119336 3.933005 -0.014 -0.021 0.114 -0.0465
C 3.004393 2.558577 -1.220738 0.140 0.348 -0.213 -0.1322
C 3.339368 1.544270 0.965418 -0.455 0.555 0.136 -0.0881
C 2.562990 -3.022861 2.382211 -0.142 0.279 -0.041 -0.2212
C 1.929224 -5.081948 3.552219 -0.241 0.224 0.121 -0.0604
C -6.534435 0.907284 -4.074750 -0.024 0.048 -0.118 -0.0522
C -0.488585 0.911904 -1.691983 0.576 -0.592 1.050 -0.0365
C -3.711975 1.685664 -3.484513 -0.259 -0.216 0.400 -0.0137
C 1.780474 2.750175 -0.323612 0.350 -0.232 0.647 -0.0702
C -2.363812 1.584686 -3.200405 0.151 -0.419 0.694 -0.0319
C 1.204582 -2.679805 2.176304 0.090 -0.087 -0.288 -0.0030
C 1.832722 -0.948138 0.599189 -0.473 -0.250 -0.471 -0.1931
C 1.472802 0.303837 -0.189168 -0.529 -1.229 -0.778 -0.2095
C 3.158235 -1.405982 0.669763 -0.001 0.283 0.631 -0.0528
C -1.905172 1.110969 -1.942812 -1.109 0.129 -0.191 -0.2320
C 4.023573 1.753355 -0.380474 0.238 0.033 0.149 -0.1323
C 0.008727 0.432955 -0.521675 -0.091 0.277 -0.966 -0.0785
C 0.851831 -1.655455 1.306327 0.568 -0.064 0.172 -0.0327
H 4.291363 0.806290 -0.853830 -0.056 0.183 0.025 0.1019
H 3.912466 -0.998176 -0.008520 -0.183 -0.052 0.383 0.1101
H -5.794995 1.051914 -4.864223 -0.260 -0.086 0.074 0.0751
H 2.490549 -5.912954 3.983717 -0.280 0.002 -0.069 0.0859
H -0.201399 -1.428910 1.165220 0.239 -0.037 0.201 0.1092
H -4.044592 2.005052 -4.468234 0.165 -0.004 0.194 0.1060
H -0.036975 1.758674 1.539221 0.218 0.034 0.047 0.1090
H -1.627223 1.844381 -3.957498 -0.134 -0.044 0.034 0.1126
H 1.333206 2.560714 2.359815 -0.075 -0.166 -0.120 0.1133
H 4.047901 -3.698109 4.948356 0.089 -0.071 -0.240 0.0999
H 0.197496 1.162689 -2.512254 -0.192 -0.093 0.267 0.1259
H -6.795047 2.286640 -1.064638 -0.084 -0.253 -0.178 0.0980
H 2.747591 2.045277 -2.151798 0.059 0.123 0.143 0.1129
H 3.450605 2.438524 1.595539 0.026 -0.241 -0.171 0.1390
H 1.159306 0.786456 2.454171 -0.037 0.069 -0.113 0.1140
H -6.812564 -0.160903 -4.031915 0.123 0.230 -0.040 0.1000
H 0.414684 -3.214290 2.699024 0.245 0.066 -0.104 0.1058
H 1.389747 -5.430529 2.659910 0.166 0.104 0.208 0.1005
H -0.673598 0.188442 0.288947 0.118 0.055 -0.373 0.0771
H 2.070715 0.366798 -1.108957 -0.223 -0.152 0.288 0.1467
H 3.624254 0.676351 1.565896 -0.189 0.164 -0.354 0.1260
H 4.423678 -5.175997 4.030075 0.223 0.312 -0.025 0.0904
H 4.607266 -2.515870 1.803584 -0.372 -0.112 -0.314 0.1046
H 1.914519 3.613834 0.338481 -0.131 -0.140 -0.188 0.1385
H -7.977297 1.726733 -2.286075 0.117 -0.002 0.344 0.0862
H 3.428856 3.529172 -1.486943 -0.188 -0.102 -0.072 0.1228
H 4.937273 -3.576886 3.406747 -0.087 -0.216 0.178 0.0718
H -4.960922 0.843478 -0.398243 0.259 -0.018 -0.352 0.1055
H -7.182482 0.540074 -1.218764 -0.072 0.151 -0.015 0.0927
H 1.192064 -4.732830 4.290402 0.075 -0.169 -0.034 0.0922
H -2.583431 0.459581 0.023548 -0.180 0.198 -0.257 0.1038
H 0.809086 2.805364 -0.821682 0.318 -0.110 0.204 0.1253
H 4.947319 2.315710 -0.235773 -0.054 -0.114 -0.035 0.1240
H -7.441090 1.481112 -4.304647 0.269 -0.146 -0.204 0.0898

25
Properties=species:S:1:pos:R:3:forces:R:3:lowdin_charge:R:1 method="wB97M-V/def2-TZVPD" e_tot_ha=-647.22278 charge=+1 smiles="[O-][N+]1=CC[C@@](O)(c2ccccc2)[NH+]=C1" orbital_gap_ev="7.16 / 6.68"
O -3.478306 -0.692921 -1.306340 -0.704 0.831 1.439 -0.0040
O 1.111765 -1.897213 1.316071 -0.928 -0.583 0.348 0.0561
N -1.148157 -1.131614 1.263575 -0.839 -1.437 4.227 0.1854
N -2.399211 -0.862646 -0.662001 1.959 -1.274 -2.291 -0.2368
C -0.297314 1.297935 0.042631 0.485 1.576 0.314 -0.0361
C 1.549080 2.739456 -0.513399 0.165 0.506 -0.970 -0.0621
C 0.626263 0.375766 0.463694 0.402 -2.052 -0.971 -0.1283
C -2.274820 -0.754879 0.735591 0.810 -0.482 -1.516 0.0706
C -0.000367 -1.892818 -0.785092 -2.418 1.803 2.415 0.0262
C 0.180010 -1.145062 0.645445 1.886 0.872 -3.401 -0.4384
C 2.007364 0.613758 0.365903 -0.458 -0.615 1.205 -0.0061
C 0.173992 2.512352 -0.462146 1.187 -0.063 -0.167 -0.0216
C 2.476692 1.866675 0.003251 -2.000 -1.126 0.328 -0.0408
C -1.356544 -1.360454 -1.354713 1.625 -1.559 -0.377 0.0877
H -0.123789 -2.940308 -0.496984 -0.132 -0.212 -0.288 0.1327
H -0.354794 3.364960 -0.833390 -1.144 -0.189 -0.071 0.1127
H 3.420452 2.233523 0.222054 2.048 0.043 -0.221 0.1003
H -1.071366 -1.547951 2.297768 -0.661 1.837 -2.516 0.2655
H -3.191996 -0.353120 1.128395 -0.238 -0.500 1.137 0.1818
H 1.980328 3.564133 -1.099801 -0.644 0.188 0.782 0.1292
H 1.602997 -1.404564 1.975913 0.030 0.398 0.288 0.1196
H 2.630138 -0.219802 0.692962 0.356 0.550 -0.216 0.1210
H 0.846269 -1.829372 -1.458995 -0.011 0.505 0.009 0.1366
H -1.335169 1.127616 0.214573 -0.574 0.328 -0.217 0.0887
H -1.573516 -1.663448 -2.394965 -0.201 0.655 0.731 0.1603

57
Properties=species:S:1:pos:R:3:forces:R:3:mulliken_spin:R:1 method="wB97M-V/def2-TZVPD" e_tot_ha=-2990.39426 charge=0 multiplicity=2 orbital_gap_ev="4.07 / 6.82" s_squared=0.7753
Cu -0.077790 0.253316 -0.070704 0.086 0.102 0.102 0.0018
O -2.002705 0.046666 -0.795365 0.026 0.030 -0.191 -0.0012
N 1.316933 4.417065 0.420434 0.018 -0.008 -0.006 0.0002
N -0.380530 4.516499 -1.324405 0.024 -0.016 0.029 0.0006
N -0.048821 2.466966 -0.057966 -0.083 -0.062 0.002 0.0250
N 1.858533 -0.266618 0.000781 0.299 0.001 -0.052 0.2005
N -1.043137 4.410128 1.018072 0.043 -0.017 -0.015 0.0000
N -0.000202 -0.207471 2.007262 0.255 0.058 -0.132 0.1331
N -2.248754 -1.121795 -1.328361 0.037 0.020 0.149 -0.0004
C 4.046338 -0.456284 3.044680 0.086 0.002 -0.125 0.0121
C 0.306633 4.850523 1.387860 -0.026 0.030 0.021 0.0010
C 4.612301 -0.393620 0.637316 -0.085 0.013 -0.454 0.1570
C 0.740494 -0.338000 4.690666 0.179 -0.021 0.178 0.0190
C 3.679152 -0.398866 1.643418 -0.109 -0.021 0.308 -0.0342
C -1.031770 2.952038 0.929747 -0.004 -0.026 0.009 -0.0132
C 2.290140 -0.331309 1.316976 0.024 0.008 -0.034 0.1346
C 1.724978 -0.366338 3.721014 0.034 -0.011 0.025 0.0544
C 1.284619 2.959380 0.343745 -0.021 -0.083 0.001 -0.0084
C -0.601485 -0.240523 4.333225 -0.126 0.015 -0.336 0.1715
C -1.348309 4.946506 -0.310271 -0.026 0.031 -0.005 -0.0003
C -0.384543 3.056291 -1.364757 0.019 -0.028 0.006 -0.0048
C 1.339747 -0.306631 2.348824 -0.397 -0.001 -0.019 0.0900
C -2.240201 -2.220660 -0.545351 0.017 -0.039 -0.082 0.0017
C -2.792297 -2.437886 -3.216971 0.013 0.068 0.022 -0.0002
C -2.791682 -3.579993 -2.433465 -0.020 -0.062 -0.023 0.0004
C 2.815609 -0.267985 -0.951998 -0.456 -0.006 0.103 -0.0269
C -0.899111 -0.171436 2.971883 -0.103 -0.020 0.360 -0.0701
C 4.159886 -0.324265 -0.707667 0.367 -0.038 0.216 0.1364
C 0.952161 4.954008 -0.891411 -0.014 0.030 -0.029 0.0001
C -2.509977 -3.460348 -1.081153 0.023 0.088 0.047 0.0001
C 3.129422 -0.441757 4.026967 -0.078 -0.013 -0.025 -0.0412
C -2.516226 -1.214240 -2.644452 -0.038 -0.056 0.036 0.0011
H -1.372306 2.696428 -1.659108 -0.001 0.012 -0.007 0.0008
H -1.344962 6.037391 -0.260673 -0.001 -0.005 -0.001 0.0001
H 0.317496 5.940912 1.447064 0.004 -0.004 0.001 0.0000
H 5.102689 -0.508156 3.283427 0.002 0.000 -0.009 0.0005
H -2.486391 -0.272651 -3.169450 -0.006 -0.003 -0.014 -0.0001
H 0.964863 6.044965 -0.845288 0.006 -0.005 0.004 0.0001
H 1.688875 4.626090 -1.627424 0.002 -0.004 0.003 0.0002
H 2.445658 -0.223217 -1.970531 0.037 0.010 -0.020 0.0109
H -3.000876 -2.478198 -4.276082 -0.004 -0.016 -0.004 0.0000
H -0.776239 2.526875 1.901886 -0.013 0.011 0.003 0.0095
H -1.393242 -0.210581 5.066964 0.002 0.003 0.014 0.0153
H -1.982638 -2.024739 0.485037 0.009 -0.012 0.013 -0.0016
H -2.487642 -4.319896 -0.427332 -0.009 -0.017 -0.016 0.0001
H 2.018103 2.606211 -0.383306 0.008 0.028 -0.003 0.0035
H 5.667765 -0.441442 0.872558 0.013 0.005 -0.006 0.0099
H -1.935071 -0.072249 2.654494 0.014 -0.009 -0.035 0.0024
H 0.351511 2.712404 -2.094916 -0.011 0.007 -0.012 -0.0008
H 1.029732 -0.390137 5.734845 0.005 0.013 -0.007 0.0017
H -2.020456 2.592310 0.636513 -0.001 0.006 0.000 0.0001
H 3.434467 -0.482169 5.066149 -0.022 -0.003 0.014 0.0006
H 4.856744 -0.322993 -1.534058 -0.006 0.003 0.000 0.0141
H 1.533549 2.526786 1.315221 -0.003 0.024 0.006 -0.0061
H -3.003286 -4.546534 -2.867905 0.004 0.001 -0.006 0.0000
H -2.344828 4.613008 -0.607428 0.003 -0.006 0.001 -0.0002
H 0.555679 4.443025 2.369368 0.002 -0.007 -0.003 -0.0002

17
Properties=species:S:1:pos:R:3:forces:R:3:lowdin_charge:R:1 method="wB97M-V/def2-TZVPD" e_tot_ha=-380.17826 charge=0 orbital_gap_ev=7.67
O 1.931288 -0.931204 -0.319077 -0.906 -1.434 0.287 -0.1703
O -0.171891 -1.621719 0.717422 -0.655 1.260 0.285 0.0121
N -0.402109 0.084781 -1.789076 -0.227 -0.241 -0.158 -0.0340
N -1.955534 -0.357992 1.293436 0.717 0.196 -0.145 0.1428
C 1.866816 0.336475 -0.087672 -2.058 0.760 0.161 -0.2500
C -0.041264 0.949345 -0.714247 1.842 0.552 -0.121 -0.2311
C -0.613794 -0.549863 1.270888 -0.550 -1.933 0.108 -0.3098
H -0.909165 1.338627 -0.186790 0.053 -0.288 0.277 0.0470
H 0.871346 -1.454335 0.225203 1.466 0.754 -0.394 0.0742
H -2.489318 -0.764569 0.538458 0.008 -0.087 0.123 0.1213
H 1.876029 0.683465 0.954166 0.223 0.097 -0.040 0.0713
H -2.323770 0.487294 1.701081 0.090 -0.057 -0.048 0.1119
H 0.439953 1.847247 -1.100231 -0.116 0.051 -0.216 0.0594
H -0.046059 -0.033568 2.044683 0.164 0.298 -0.402 0.1461
H 0.419570 -0.233595 -2.293323 -0.040 0.055 0.097 0.0721
H -0.861188 -0.760669 -1.466701 0.067 0.017 0.034 0.0501
H 2.409090 0.980281 -0.788221 -0.078 0.001 0.152 0.0867